5
Properties=species:S:1:pos:R:3:lowdin_charge:R:1 method="wB97M-V/def2-TZVPD" de_lowest_kj_mol=0.0 orbital_gap_ha=0.31938 energy_ha=-723.83926 fmax_ev_per_a=1.6 molar_mass_g_mol=96.47 lumo_ev=-10.392 charge=+1
N 1.658 -0.399 -1.426 0.116
N 1.021 0.010 -0.647 0.027
N -1.151 0.140 0.561 -0.281
F -0.665 -0.359 1.673 0.061
Cl -1.679 1.633 0.727 1.078


17
Properties=species:S:1:pos:R:3:lowdin_charge:R:1 method="wB97M-V/def2-TZVPD" de_lowest_kj_mol=61.6 orbital_gap_ha=0.30531 energy_ha=-2621.55754 fmax_ev_per_a=2.7 molar_mass_g_mol=190.92 lumo_ev=-3.829 charge=+1
Zn -0.302 0.256 -0.180 0.374
Cl -1.996 1.470 -1.410 -0.150
O 1.241 -0.881 0.785 -0.011
H 0.929 -1.225 1.623 0.084
H 2.024 -1.396 0.591 0.097
O 1.063 0.209 -1.835 -0.034
H 2.011 0.297 -1.738 0.081
H 0.899 0.381 -2.762 0.091
O -0.997 -1.576 -0.594 -0.036
H -0.461 -2.352 -0.753 0.095
H -1.896 -1.905 -0.575 0.101
O -1.405 0.201 1.482 -0.038
H -1.693 -0.684 1.709 0.083
H -2.017 0.777 1.939 0.106
O 0.598 1.869 0.498 -0.038
H 1.024 2.459 -0.124 0.095
H 0.979 2.100 1.346 0.101


19
Properties=species:S:1:pos:R:3:lowdin_charge:R:1 method="wB97M-V/def2-TZVPD" de_lowest_kj_mol=108.8 orbital_gap_ha=0.11013 energy_ha=-2601.62887 fmax_ev_per_a=3.2 molar_mass_g_mol=190.94 lumo_ev=-13.693 charge=+2
Zn -0.507 -3.420 -0.533 1.200
N 0.572 -0.166 -3.115 0.324
H 1.368 0.474 -3.141 0.168
H 0.394 -0.486 -2.144 0.023
H 0.793 -0.998 -3.664 0.160
H -0.291 0.300 -3.409 0.173
Cl 0.169 -1.143 0.144 0.199
O 2.418 1.262 0.283 -0.034
H 1.685 0.659 0.118 -0.100
H 2.934 1.269 -0.533 0.044
O -0.493 1.996 1.595 -0.005
H -0.671 1.852 0.659 0.023
H 0.006 1.227 1.885 -0.026
O -2.981 -0.101 0.440 -0.053
H -3.133 -0.282 1.377 0.064
H -2.126 -0.491 0.244 -0.110
O -0.152 -0.344 3.480 -0.030
H -0.243 -0.447 2.529 -0.078
H 0.257 -1.163 3.785 0.058


19
Properties=species:S:1:pos:R:3:lowdin_charge:R:1 method="wB97M-V/def2-TZVPD" de_lowest_kj_mol=76.0 orbital_gap_ha=0.36607 energy_ha=-918.93701 fmax_ev_per_a=3.2 molar_mass_g_mol=143.54 lumo_ev=3.610 charge=-1
Cl -0.693 0.262 -0.063 0.084
O -2.072 -2.052 -1.510 -0.108
H -1.875 -1.125 -1.352 -0.104
H -2.640 -2.136 -2.266 0.005
O 0.264 1.672 -2.842 -0.127
H 0.774 2.465 -2.704 0.003
H -0.167 1.497 -1.948 -0.058
O 1.211 2.629 1.574 -0.074
H 0.344 2.287 1.270 -0.018
H 1.686 2.770 0.790 -0.016
O -0.001 -2.721 0.957 -0.110
H 0.914 -3.055 0.852 0.030
H -0.045 -1.932 0.398 -0.086
O -1.021 -0.053 3.191 -0.066
H -1.860 -0.412 3.227 -0.022
H -0.823 0.244 2.301 -0.086
O 2.283 0.166 -0.704 -0.102
H 1.368 0.282 -0.536 -0.161
H 2.350 -0.788 -0.635 0.015


23
Properties=species:S:1:pos:R:3:lowdin_charge:R:1 method="wB97M-V/def2-TZVPD" de_lowest_kj_mol=1992.4 orbital_gap_ha=0.25788 energy_ha=-1002.15500 fmax_ev_per_a=9.2 molar_mass_g_mol=168.50 lumo_ev=-1.835
Li -10.780 -10.650 -10.702 0.697
Cl -9.286 -11.439 -10.855 0.899
O -8.376 -10.569 -8.712 -0.071
H -8.950 -10.751 -9.455 -0.146
H -8.342 -9.614 -8.662 0.072
O -7.717 -13.272 -11.097 -0.083
H -8.216 -12.530 -11.439 -0.086
H -7.826 -13.217 -10.148 -0.144
O -10.168 -13.694 -11.077 -0.072
H -9.962 -12.759 -11.075 -0.202
H -10.437 -13.882 -10.178 0.059
O -8.305 -10.168 -12.554 -0.084
H -7.386 -10.433 -12.580 0.047
H -8.665 -10.626 -11.794 -0.254
O -10.380 -11.990 -13.008 -0.063
H -10.194 -11.921 -12.072 -0.173
H -10.392 -11.084 -13.318 0.041
O -8.603 -13.049 -9.304 -0.035
H -9.026 -12.777 -8.490 0.115
H -8.692 -12.293 -9.885 -0.185
O -7.085 -10.910 -10.576 -0.100
H -6.742 -11.033 -11.460 0.054
H -8.008 -11.156 -10.639 -0.286


22
Properties=species:S:1:pos:R:3:lowdin_charge:R:1 method="wB97M-V/def2-TZVPD" de_lowest_kj_mol=27.1 orbital_gap_ha=0.36582 energy_ha=-995.40172 fmax_ev_per_a=1.0 molar_mass_g_mol=161.56 lumo_ev=3.257 charge=-1
Cl 0.149 -0.062 -0.090 0.082
O 2.434 1.120 -2.168 -0.093
H 1.789 0.754 -1.563 -0.101
H 2.968 1.701 -1.627 0.017
O 0.524 -2.326 2.565 -0.082
H 0.353 -1.698 1.863 -0.065
H 1.422 -2.619 2.411 0.013
O 2.957 -0.508 1.513 -0.090
H 2.241 -0.452 0.880 -0.101
H 3.574 -1.128 1.123 0.024
O -1.341 2.757 0.373 -0.093
H -0.995 3.621 0.151 0.029
H -0.694 2.143 0.028 -0.092
O -1.664 1.877 -2.462 -0.078
H -1.273 1.203 -1.905 -0.045
H -1.912 2.575 -1.855 0.000
O -0.873 -2.703 -1.392 -0.114
H -1.183 -2.908 -0.510 0.010
H -0.266 -1.973 -1.270 -0.099
O -2.979 -0.726 1.162 -0.080
H -3.024 -0.311 2.023 0.023
H -2.208 -0.338 0.748 -0.065


22
Properties=species:S:1:pos:R:3:lowdin_charge:R:1 method="wB97M-V/def2-TZVPD" de_lowest_kj_mol=16.7 orbital_gap_ha=0.37743 energy_ha=-995.40568 fmax_ev_per_a=0.3 molar_mass_g_mol=161.56 lumo_ev=3.434 charge=-1
Cl -0.002 0.198 -0.062 0.049
O 0.707 -1.749 -2.713 -0.102
H 0.947 -0.915 -2.284 -0.028
H -0.255 -1.721 -2.720 0.019
O 0.042 -3.005 0.657 -0.117
H -0.095 -2.046 0.542 -0.097
H 0.964 -3.130 0.408 0.020
O -2.834 1.557 -1.250 -0.103
H -3.449 0.819 -1.283 0.019
H -2.103 1.222 -0.702 -0.074
O -2.726 -0.491 1.678 -0.107
H -2.812 -1.306 1.174 0.021
H -1.868 -0.136 1.384 -0.073
O 1.482 2.569 1.798 -0.105
H 1.021 1.828 1.367 -0.082
H 2.401 2.288 1.814 0.020
O 0.867 2.770 -1.896 -0.108
H 0.179 3.194 -2.418 0.019
H 0.394 2.075 -1.402 -0.088
O 2.768 -1.347 1.880 -0.081
H 2.331 -1.722 2.652 0.032
H 2.042 -0.951 1.378 -0.034


22
Properties=species:S:1:pos:R:3:lowdin_charge:R:1 method="wB97M-V/def2-TZVPD" s2=0.753 de_lowest_kj_mol=24.2 orbital_gap_ha="0.43249 / 0.19371" energy_ha=-995.15149 fmax_ev_per_a=0.4 molar_mass_g_mol=161.56 lumo_ev="-0.071 / -6.559" multiplicity=2
Cl -0.061 -0.156 -0.067 0.597
O -2.958 1.461 -1.113 -0.055
H -3.424 1.305 -0.291 0.028
H -2.146 0.962 -1.027 -0.056
O 2.040 2.741 0.091 -0.051
H 2.052 3.617 0.476 0.039
H 1.115 2.565 -0.079 -0.002
O 2.482 -0.169 1.967 -0.066
H 3.297 -0.053 1.478 0.033
H 1.797 0.120 1.365 -0.088
O 2.709 -0.670 -1.456 -0.043
H 1.862 -0.375 -1.123 -0.099
H 3.053 -1.238 -0.767 0.036
O -1.374 -2.956 1.246 -0.047
H -0.734 -2.368 0.845 -0.056
H -2.007 -3.133 0.550 0.033
O -1.935 1.336 1.826 -0.039
H -1.458 0.913 1.112 -0.125
H -1.303 1.942 2.211 0.049
O -0.723 -2.060 -2.662 -0.047
H -0.615 -1.705 -1.780 -0.082
H -1.670 -2.077 -2.800 0.039


25
Properties=species:S:1:pos:R:3:lowdin_charge:R:1 method="wB97M-V/def2-TZVPD" de_lowest_kj_mol=50.8 orbital_gap_ha=0.36716 energy_ha=-1071.83727 fmax_ev_per_a=0.9 molar_mass_g_mol=179.57 lumo_ev=3.065 charge=-1
Cl -0.387 -0.504 0.122 0.079
O -2.595 2.295 0.616 -0.070
H -2.682 2.116 1.553 0.020
H -2.250 1.482 0.247 -0.044
O 0.370 1.106 3.582 -0.060
H -0.262 1.785 3.819 0.021
H 0.199 0.931 2.657 -0.014
O 1.758 2.050 -0.183 -0.093
H 1.205 1.269 -0.150 -0.098
H 2.617 1.725 -0.453 0.008
O 2.125 -2.490 -0.334 -0.082
H 1.359 -2.023 -0.001 -0.087
H 2.661 -2.655 0.441 0.032
O -1.080 1.806 -2.289 -0.073
H -0.865 1.028 -1.775 -0.076
H -2.018 1.935 -2.148 0.017
O -1.518 -1.690 2.814 -0.110
H -2.459 -1.767 2.660 0.014
H -1.195 -1.180 2.071 -0.142
O 2.433 -0.178 -2.102 -0.071
H 3.074 -0.697 -1.617 0.017
H 1.587 -0.556 -1.861 -0.032
O -0.578 -2.283 -2.676 -0.086
H -0.603 -1.949 -1.780 -0.089
H -0.898 -1.558 -3.212 0.020


35
Properties=species:S:1:pos:R:3:lowdin_charge:R:1 method="wB97M-V/def2-TZVPD" de_lowest_kj_mol=50.5 orbital_gap_ha=0.39619 energy_ha=-1525.39855 fmax_ev_per_a=0.4 molar_mass_g_mol=279.60 lumo_ev=2.690 charge=-1
Cl 0.504 0.192 0.355 0.684
O 1.799 -0.226 -0.113 -0.326
O 0.627 0.825 1.639 -0.322
O -0.058 1.126 -0.598 -0.360
O -0.375 -0.958 0.462 -0.360
O -0.515 -0.353 4.380 -0.070
H -0.263 -0.036 3.500 -0.005
H 0.224 -0.909 4.646 0.030
O 0.512 -3.930 2.683 -0.062
H 1.199 -4.521 2.361 0.028
H 0.196 -3.483 1.886 0.003
O 1.616 3.538 -0.646 -0.059
H 1.506 3.862 -1.545 0.043
H 1.416 2.588 -0.707 0.007
O -1.761 1.733 -3.555 -0.065
H -1.592 1.998 -2.642 0.000
H -2.089 0.832 -3.483 0.030
O 3.049 3.662 2.017 -0.073
H 2.427 3.718 2.749 0.027
H 2.507 3.352 1.274 -0.006
O 0.395 -2.410 -2.492 -0.054
H 0.093 -1.751 -1.853 0.005
H 0.502 -1.921 -3.316 0.041
O -3.922 -1.725 0.761 -0.062
H -3.077 -1.309 0.546 0.016
H -4.474 -1.008 1.088 0.028
O 3.211 -1.002 -2.665 -0.075
H 3.913 -1.604 -2.401 0.030
H 2.583 -1.031 -1.926 -0.011
O -2.583 3.418 -0.693 -0.057
H -2.591 4.348 -0.448 0.033
H -1.728 3.089 -0.376 0.020
O -1.077 -3.644 -0.006 -0.063
H -0.744 -2.736 0.016 -0.028
H -1.429 -3.726 -0.899 0.036